Entry 1:
Computed, not measured: a 2-piece molecular cluster, C9H14O overall, with ωB97M-V/def2-TZVPD.

LUMO energy (eV): 0.80
HOMO level (eV): -8.394
Orbital gap (hartree): 0.3380
Molecular weight (g/mol): 138.21
Energy relative to the best compared isomer or geometry (same formula, charge and spin) (kcal per mole): 23.5
Structure (SMILES): Cc1ccc(O)cc1.CC

Structure (XYZ):
```
24
C9H14O | the Open Molecules 2025 dataset | ωB97M-V/def2-TZVPD
C 0.77 -1.34 -3.11
C 0.65 -2.11 -1.83
H -0.07 -0.68 -3.34
H 1.60 -0.64 -2.94
H 1.01 -1.97 -3.96
H 0.34 -1.63 -0.91
H 0.11 -3.06 -1.94
H 1.54 -2.70 -1.52
C -2.04 1.84 -0.98
C 1.18 0.51 0.52
C 0.32 1.26 -0.23
C 0.66 -0.13 1.66
C -1.08 1.21 0.01
C -0.67 -0.42 1.73
C -1.57 0.25 0.88
O 1.48 -0.45 2.71
H 2.26 0.40 0.41
H 0.61 2.00 -0.96
H 2.38 -0.59 2.38
H -1.10 -1.04 2.51
H -1.98 1.47 -2.00
H -2.05 2.93 -1.03
H -2.61 -0.03 0.99
H -3.03 1.52 -0.64
```

Entry 2:
Computed, not measured: a 2-piece molecular cluster, C6H5NOS overall, with ωB97M-V/def2-TZVPD.

LUMO energy (eV): -0.43
HOMO level (eV): -9.478
Orbital gap (hartree): 0.3326
Molecular weight (g/mol): 139.18
Energy relative to the best compared isomer or geometry (same formula, charge and spin) (kcal per mole): 52.5
Structure (SMILES): c1cscn1.C#CC=O

Structure (XYZ):
```
14
C6H5NOS | the Open Molecules 2025 dataset | ωB97M-V/def2-TZVPD
C 0.59 3.47 -1.36
C 0.01 2.58 -0.80
C -0.20 -1.34 1.30
C 1.02 -1.28 0.79
C -0.57 -2.60 -0.45
C -0.50 1.51 0.00
N -1.08 -2.06 0.59
O -0.78 1.43 1.17
S 1.13 -2.21 -0.71
H 0.73 4.40 -1.77
H -0.49 -0.67 2.06
H 1.85 -0.65 1.13
H -0.72 0.65 -0.82
H -0.98 -3.23 -1.14
```

Entry 3:
Computed, not measured: one molecule with the formula CH6N3OP3, with ωB97M-V/def2-TZVPD.

LUMO energy (eV): -0.79
HOMO level (eV): -8.392
Orbital gap (hartree): 0.2792
Molecular weight (g/mol): 169.00
Energy relative to the best compared isomer or geometry (same formula, charge and spin) (kcal per mole): 0.0
Structure (SMILES): [H]/P=N/PNP/N=C\O

Structure (XYZ):
```
14
CH6N3OP3 | the Open Molecules 2025 dataset | ωB97M-V/def2-TZVPD
C -2.03 -0.53 -0.61
N 2.15 -0.78 -0.48
N 0.92 1.53 0.44
N -0.88 -0.14 -0.33
O -3.20 -0.17 -0.07
P 2.20 0.82 -0.65
P 1.80 -1.65 0.83
P -0.63 1.11 0.88
H -2.21 -1.37 -1.17
H 1.52 0.88 -1.89
H 0.97 2.60 0.22
H -3.00 0.45 0.54
H 2.45 -2.82 0.42
H -0.06 0.06 1.88
```

Entry 4:
Computed, not measured: a 2-piece molecular cluster, C3H8S2 overall, with ωB97M-V/def2-TZVPD.

LUMO energy (eV): 0.44
HOMO level (eV): -8.538
Orbital gap (hartree): 0.3300
Molecular weight (g/mol): 108.23
Energy relative to the best compared isomer or geometry (same formula, charge and spin) (kcal per mole): 56.0
Structure (SMILES): C=C.CSS

Structure (XYZ):
```
13
C3H8S2 | the Open Molecules 2025 dataset | ωB97M-V/def2-TZVPD
C -2.51 0.61 0.02
C -2.16 -0.23 1.08
H -2.39 0.31 -1.10
H -3.00 1.62 0.21
H -1.45 -1.13 0.84
H -2.35 0.02 2.10
C 2.54 -0.99 -0.90
S 1.31 0.34 -1.10
S 1.60 1.56 0.65
H 2.15 -1.70 -0.03
H 3.62 -0.68 -0.95
H 2.18 -1.53 -1.86
H 0.44 1.80 1.04
```

Entry 5:
Computed, not measured: C39H50N5OSn as an isolated structure, with ωB97M-V/def2-TZVPD.

LUMO energy (spin up / spin down) (eV): 2.03 / 2.03
HOMO level (spin up / spin down) (eV): -3.414 / -3.413
Total charge: -1
Orbital gap (spin up / spin down) (hartree): 0.2000 / 0.2000
Molecular weight (g/mol): 723.57
Energy relative to the best compared isomer or geometry (same formula, charge and spin) (kcal per mole): 7.6

Structure (XYZ):
```
96
C39H50N5OSn | the Open Molecules 2025 dataset | ωB97M-V/def2-TZVPD
Sn 0.81 -1.48 0.63
C 4.36 4.05 -0.08
C 4.93 2.61 -0.14
C 3.95 1.51 -0.57
C 3.94 0.84 -1.76
C 4.83 1.07 -2.93
C 4.25 2.22 -3.81
C 2.72 -0.03 -1.64
N 2.14 0.08 -0.46
C 2.83 1.11 0.18
C 2.55 1.54 1.46
C 1.38 1.35 2.27
C 0.98 2.17 3.31
C 1.74 3.22 4.09
C 1.64 4.60 3.49
C -0.34 1.83 3.55
C -0.73 0.89 2.64
C -2.12 0.37 2.56
C -2.53 -0.32 1.42
N -1.85 -0.49 0.32
C -2.65 -1.03 -0.58
C -2.38 -1.47 -1.95
C -1.17 -1.51 -2.54
N -0.08 -0.99 -2.00
C 0.93 -1.18 -2.90
C 2.21 -0.73 -2.75
C 0.43 -1.80 -4.12
C -0.83 -2.04 -3.90
C -1.83 -2.60 -4.93
C -2.77 -3.74 -4.56
C 1.25 -1.95 -5.39
C 1.23 -0.63 -6.24
C -4.04 -1.06 -0.09
C -3.97 -0.68 1.20
C -5.02 -0.81 2.21
C -4.86 -2.17 2.83
C -5.21 -1.74 -0.80
C -5.23 -3.32 -0.61
N 0.34 0.49 1.92
C -1.36 2.47 4.47
C -1.85 3.64 3.65
H 5.20 4.65 0.29
H 3.53 4.12 0.62
H 3.95 4.29 -1.05
H 5.81 2.53 -0.81
H 5.25 2.19 0.83
H 4.90 0.13 -3.47
H 5.83 1.40 -2.52
H 3.28 1.92 -4.14
H 4.92 2.48 -4.60
H 4.07 3.13 -3.14
H 3.13 2.34 1.79
H 2.78 2.86 4.10
H 1.39 3.13 5.12
H 1.96 4.63 2.46
H 2.08 5.38 4.08
H 0.56 4.83 3.43
H -2.93 0.56 3.27
H -3.21 -1.82 -2.58
H 2.92 -0.76 -3.57
H -1.20 -2.87 -5.72
H -2.56 -1.80 -5.28
H -2.20 -4.67 -4.25
H -3.30 -4.08 -5.44
H -3.53 -3.48 -3.81
H 1.10 -2.85 -5.96
H 2.28 -2.09 -5.10
H 0.20 -0.42 -6.48
H 1.90 -0.73 -7.14
H 1.60 0.22 -5.64
H -5.99 -0.69 1.76
H -4.99 -0.06 3.01
H -4.52 -3.01 2.10
H -5.85 -2.44 3.29
H -4.07 -2.24 3.58
H -5.16 -1.48 -1.86
H -6.14 -1.30 -0.46
H -4.19 -3.71 -0.61
H -5.83 -3.90 -1.38
H -5.55 -3.60 0.37
H -1.03 2.83 5.42
H -2.23 1.87 4.65
H -1.19 4.55 3.50
H -2.77 4.15 4.02
H -2.18 3.49 2.61
N -0.55 -2.55 3.58
C 0.78 -2.84 3.85
O 1.11 -3.99 4.06
C 1.80 -1.71 3.75
C 2.36 -1.70 2.38
H -1.15 -3.28 3.15
H -0.85 -1.57 3.46
H 2.55 -1.97 4.51
H 1.29 -0.74 4.00
H 2.86 -2.71 2.25
H 3.11 -0.91 2.23
```

Entry 6:
Computed, not measured: C22H12BrF3MnN2O3 as an isolated structure, with ωB97M-V/def2-TZVPD.

LUMO energy (spin up / spin down) (eV): -0.76 / -3.63
HOMO level (spin up / spin down) (eV): -8.733 / -8.983
Orbital gap (spin up / spin down) (hartree): 0.2931 / 0.1969
Multiplicity: 6
Molecular weight (g/mol): 544.19
⟨S²⟩: 8.95
Energy relative to the best compared isomer or geometry (same formula, charge and spin) (kcal per mole): 55.3

Structure (XYZ):
```
44
C22H12BrF3MnN2O3 | the Open Molecules 2025 dataset | ωB97M-V/def2-TZVPD
Mn -0.80 0.81 1.51
O -4.20 4.54 3.85
C -3.44 3.84 2.97
C -3.42 4.18 1.60
C -2.65 3.44 0.74
N -1.94 2.43 1.25
C -1.94 2.11 2.51
Br 0.57 -0.37 3.04
C -2.69 2.79 3.46
H -4.70 5.22 3.38
H -4.02 5.01 1.23
H -2.59 3.63 -0.32
H -2.71 2.52 4.50
O -0.06 -1.18 -0.95
C -1.21 -1.28 -0.58
N -1.81 -0.53 0.41
C -3.13 -0.90 0.56
O -3.93 -0.40 1.32
C -3.41 -2.01 -0.42
C -4.56 -2.74 -0.68
C -4.48 -3.72 -1.67
C -3.29 -3.95 -2.36
C -2.14 -3.21 -2.09
C -2.24 -2.25 -1.11
H -5.47 -2.54 -0.14
H -5.35 -4.31 -1.90
H -3.27 -4.72 -3.12
H -1.21 -3.38 -2.61
F 7.76 4.91 0.55
C 7.46 3.89 -0.26
F 8.39 2.94 -0.09
F 7.59 4.34 -1.52
C 6.08 3.35 -0.01
C 5.65 2.28 -0.80
C 4.39 1.76 -0.61
C 3.55 2.31 0.38
C 4.00 3.38 1.17
C 5.27 3.90 0.97
C 2.27 1.78 0.58
C 1.12 1.33 0.75
H 6.30 1.87 -1.56
H 4.02 0.93 -1.19
H 3.34 3.78 1.93
H 5.63 4.72 1.57
```

Entry 7:
Computed, not measured: one molecule with the formula C18H17F4N3O3, with ωB97M-V/def2-TZVPD.

LUMO energy (eV): 0.08
HOMO level (eV): -9.082
Orbital gap (hartree): 0.3367
Molecular weight (g/mol): 399.34
Energy relative to the best compared isomer or geometry (same formula, charge and spin) (kcal per mole): 0.0
Structure (SMILES): NCc1cc(Oc2cccc(C(=O)N3C[C@@H](O)[C@H](F)C3)c2)nc(C(F)(F)F)c1

Structure (XYZ):
```
45
C18H17F4N3O3 | the Open Molecules 2025 dataset | ωB97M-V/def2-TZVPD
O 4.21 -1.97 -1.14
F -4.14 -1.11 0.12
F -2.31 -1.49 -1.09
F -3.47 0.22 -1.56
F 1.88 -0.56 -5.43
N -1.15 -0.03 1.08
O 0.51 0.37 2.75
O -0.67 -0.15 -3.65
C 3.04 -1.66 -0.90
C -0.62 0.71 2.08
C -2.34 0.30 0.52
C 2.49 -2.70 2.72
C 1.63 -1.65 3.18
C 2.94 -2.70 1.38
C 1.79 -0.67 0.98
C -1.31 1.86 2.55
C -3.02 1.44 0.99
C 1.29 -0.64 2.28
C 2.56 -1.70 0.49
C -2.54 2.23 2.01
N -2.47 4.67 2.19
N 2.29 -1.19 -1.97
C -3.07 -0.54 -0.51
C -3.26 3.46 2.50
C 2.84 -0.91 -3.27
C 0.85 -1.12 -1.99
C 1.75 -0.30 -4.11
C 0.49 -0.95 -3.47
H -1.45 -0.57 -3.23
H 2.82 -3.50 3.38
H 1.24 -1.68 4.19
H 3.64 -3.49 1.04
H 1.57 0.18 0.33
H -0.85 2.43 3.32
H -3.97 1.71 0.57
H -2.85 5.51 2.67
H -2.40 4.81 1.19
H -4.26 3.48 2.06
H -3.40 3.40 3.58
H 3.21 -1.83 -3.75
H 3.68 -0.21 -3.22
H 0.34 -2.01 -1.57
H 0.45 -0.30 -1.42
H 1.75 0.77 -3.97
H 0.28 -1.92 -3.91
```

Entry 8:
Computed, not measured: C4H3I as an isolated structure, with ωB97M-V/def2-TZVPD.

LUMO energy (eV): -0.09
HOMO level (eV): -9.114
Orbital gap (hartree): 0.3317
Molecular weight (g/mol): 177.97
Energy relative to the best compared isomer or geometry (same formula, charge and spin) (kcal per mole): 53.6

Structure (XYZ):
```
8
C4H3I | the Open Molecules 2025 dataset | ωB97M-V/def2-TZVPD
C 1.19 -0.34 0.41
C 0.78 0.99 0.16
C 0.03 -0.74 -0.22
C -0.66 0.47 0.15
I -1.80 1.57 -1.25
H 2.08 -0.79 0.60
H -0.30 -1.56 -0.95
H -1.32 0.39 1.11
```

Look up the energy relative to the best compared isomer or geometry (same formula, charge and spin) of the eighth one.
53.6 kcal per mole